# 1
This record from the Open Molecules 2025 dataset describes C3H3CdO2 as an isolated structure at a distorted geometry. The level of theory is wB97M-V/def2-TZVPD.

Geometry as XYZ:
```
9
Properties=species:S:1:pos:R:3:mulliken_charge:R:1
H 1.59 1.76 0.15 0.2168
O 0.46 -1.03 -0.87 -0.5418
O -2.54 0.49 0.10 -0.5098
C -0.41 -0.62 0.18 0.2288
C 0.96 -0.04 0.38 -1.0241
C -1.39 0.43 -0.35 -0.0771
H -0.79 -1.44 0.80 0.3100
H 1.65 -0.68 0.94 0.3079
Cd 0.46 1.14 -1.33 0.0893
```

Results
ΔE to the lowest compared entry with this formula, charge and spin: 132.2 kcal per mole
Frontier orbital gap (spin up / spin down): 0.199 / 0.199 Ha
Calculated total energy: -11811.8618 eV
E_HOMO (spin up / spin down): -1.64 / -1.64 eV
Net charge: -1

=====

# 2
This record from the Open Molecules 2025 dataset describes C32H27GeIN6O2PtSbSe4 as an isolated structure. The level of theory is wB97M-V/def2-TZVPD.

Geometry as XYZ:
```
75
Properties=species:S:1:pos:R:3:lowdin_spin:R:1
Pt 0.74 -1.46 0.43 0.0085
N -1.32 -3.58 -1.30 -0.0002
C -1.17 -3.92 -0.03 0.0004
N -1.80 -5.02 0.39 0.0007
C -1.73 -5.28 1.69 0.0000
N -2.31 -6.40 2.14 -0.0001
N -1.15 -4.49 2.61 0.0005
C -0.54 -3.45 2.12 -0.0002
N -0.45 -3.12 0.82 -0.0002
C 0.13 -2.52 3.07 -0.0002
C 0.18 -2.77 4.43 0.0011
C 0.87 -1.88 5.23 -0.0003
C 1.50 -0.79 4.65 0.0013
C 1.40 -0.61 3.28 0.0026
N 0.70 -1.45 2.52 0.0015
H -1.72 -4.28 -1.89 0.0004
H -0.67 -2.91 -1.73 -0.0001
H -2.69 -7.05 1.48 0.0000
H -2.21 -6.65 3.10 0.0000
H -0.30 -3.65 4.82 0.0001
H 0.94 -2.04 6.30 0.0000
H 2.07 -0.08 5.24 0.0000
H 1.89 0.21 2.76 0.0003
Se 2.92 -3.02 0.83 0.3599
Sb 2.89 -3.28 -1.64 -0.0014
Se 1.80 -5.40 -1.00 0.6299
Se 4.70 -3.20 -3.16 -0.0079
Se 1.09 -1.54 -2.03 -0.0049
I 4.00 6.78 -0.96 0.0000
C 3.61 4.75 -0.68 0.0000
C 2.54 4.36 0.10 0.0000
C 2.27 3.01 0.27 0.0001
C 3.08 2.06 -0.34 0.0003
C 4.15 2.46 -1.12 0.0001
C 4.42 3.81 -1.30 0.0000
C 2.81 0.58 -0.22 0.0024
O 3.61 -0.24 -0.60 0.0116
O 1.63 0.34 0.32 0.0011
H 1.90 5.10 0.58 0.0000
H 1.42 2.70 0.87 0.0000
H 4.77 1.70 -1.59 0.0000
H 5.25 4.12 -1.92 0.0000
C -2.81 -1.08 0.97 -0.0008
Ge -1.34 -0.14 0.07 -0.0035
C -1.32 1.64 0.89 -0.0008
C -0.70 1.96 2.09 -0.0001
C -0.79 3.23 2.64 0.0000
C -1.53 4.21 2.00 0.0000
C -2.17 3.91 0.80 0.0000
C -2.07 2.64 0.25 -0.0002
C -1.81 0.08 -1.82 -0.0006
C -2.87 -0.63 -2.31 -0.0002
C -3.29 -0.50 -3.65 0.0000
C -2.63 0.35 -4.49 -0.0001
C -1.52 1.10 -4.03 0.0000
C -0.81 1.98 -4.90 0.0000
C 0.27 2.68 -4.45 0.0000
C 0.70 2.54 -3.11 -0.0001
C 0.03 1.71 -2.26 -0.0002
C -1.10 0.97 -2.69 -0.0002
H -3.70 -0.44 0.93 -0.0001
H -2.56 -1.25 2.02 0.0000
H -3.05 -2.04 0.51 0.0000
H -0.11 1.21 2.60 0.0000
H -0.29 3.45 3.58 0.0000
H -1.60 5.20 2.42 0.0000
H -2.74 4.68 0.29 0.0000
H -2.56 2.43 -0.69 0.0000
H -3.42 -1.31 -1.67 0.0000
H -4.13 -1.07 -4.01 0.0000
H -2.93 0.46 -5.52 0.0000
H -1.14 2.07 -5.92 0.0000
H 0.81 3.34 -5.12 0.0000
H 1.56 3.09 -2.76 0.0000
H 0.38 1.60 -1.24 0.0000
```

Results
Multiplicity: 2
Frontier orbital gap (spin up / spin down): 0.226 / 0.218 Ha
Calculated total energy: -382449.2614 eV
E_HOMO (spin up / spin down): -7.55 / -7.51 eV
Net charge: 0

=====

# 3
This record from the Open Molecules 2025 dataset describes C56H126F18KN16O36S18 as an isolated structure at a distorted geometry. The level of theory is wB97M-V/def2-TZVPD.

Geometry as XYZ:
```
271
Properties=species:S:1:pos:R:3:mulliken_charge:R:1
K 6.32 0.78 1.10 0.9385
C -5.71 -8.67 3.54 -1.4895
C -5.35 -10.11 3.72 -0.0404
C -6.17 -11.00 2.71 -0.6952
N -5.63 -12.49 2.73 0.1684
C -4.18 -12.67 2.28 -1.1418
C -5.99 -13.24 4.00 -0.5319
C -6.00 -14.73 3.62 -0.7528
C -6.79 -14.68 2.26 -0.5548
C -6.49 -13.23 1.64 -0.4604
H -6.63 -8.44 4.08 0.3812
H -5.83 -8.33 2.51 0.3528
H -4.93 -8.04 3.98 0.3888
H -5.59 -10.41 4.74 0.2827
H -4.27 -10.22 3.64 0.1909
H -6.18 -10.67 1.67 0.4522
H -7.22 -11.03 3.00 0.3597
H -4.15 -12.12 1.34 0.4111
H -4.01 -13.74 2.15 0.3941
H -3.55 -12.13 2.99 0.4201
H -5.35 -12.85 4.78 0.4451
H -7.00 -12.88 4.22 0.3896
H -5.01 -15.15 3.46 0.3058
H -6.55 -15.37 4.30 0.3961
H -6.56 -15.46 1.54 0.3268
H -7.86 -14.80 2.44 0.3606
H -6.03 -13.33 0.66 0.3067
H -7.44 -12.70 1.54 0.3248
C -0.94 -1.45 13.59 -1.4458
C -0.81 -2.33 12.36 -0.1398
C -0.27 -1.70 11.06 -0.8015
N 0.06 -2.68 9.94 0.2362
C -1.22 -3.34 9.38 -1.1007
C 1.09 -3.77 10.39 -0.6450
C 1.79 -4.26 9.14 -0.7505
C 1.77 -3.01 8.25 -0.4999
C 0.79 -1.99 8.80 -0.6635
H -1.38 -2.09 14.34 0.3758
H -1.62 -0.59 13.52 0.3667
H -0.01 -0.99 13.92 0.3578
H -1.75 -2.85 12.20 0.3345
H -0.10 -3.10 12.68 0.2465
H 0.68 -1.18 11.22 0.3518
H -0.91 -0.91 10.66 0.5804
H -1.48 -4.21 9.98 0.3143
H -0.91 -3.74 8.41 0.5640
H -2.01 -2.60 9.23 0.3698
H 0.54 -4.50 10.98 0.4422
H 1.79 -3.18 10.98 0.4107
H 1.15 -4.99 8.65 0.3094
H 2.79 -4.61 9.41 0.3783
H 1.52 -3.34 7.24 0.3338
H 2.80 -2.64 8.26 0.3325
H 0.05 -1.69 8.06 0.3840
H 1.28 -1.12 9.24 0.3514
C -2.58 9.57 -4.90 -1.5614
C -3.41 8.30 -4.59 -0.2069
C -2.86 7.11 -5.38 -0.7496
N -3.82 5.87 -5.27 0.0058
C -3.56 5.38 -3.82 -1.2600
C -5.32 6.16 -5.59 -0.7139
C -5.39 6.30 -7.05 -0.4198
C -4.33 5.37 -7.53 -0.6994
C -3.49 4.82 -6.34 -0.7304
H -2.91 10.50 -4.44 0.3835
H -2.27 9.68 -5.94 0.3834
H -1.57 9.45 -4.49 0.3744
H -4.32 8.66 -5.06 0.1939
H -3.65 8.15 -3.54 0.4802
H -1.85 6.81 -5.12 0.5027
H -2.88 7.20 -6.47 0.4356
H -3.87 6.07 -3.04 0.4782
H -2.52 5.06 -3.78 0.4271
H -4.14 4.47 -3.67 0.4306
H -5.85 5.27 -5.28 0.5298
H -5.75 7.03 -5.10 0.3951
H -6.42 6.07 -7.30 0.4069
H -5.24 7.34 -7.35 0.2575
H -4.67 4.43 -7.97 0.3952
H -3.60 5.76 -8.24 0.3617
H -3.83 3.87 -5.93 0.4849
H -2.40 4.75 -6.38 0.3939
C 3.70 9.36 -1.96 -1.4675
C 3.50 10.91 -2.24 -0.3513
C 3.32 11.82 -0.99 -0.7623
N 2.51 13.09 -1.16 0.2849
C 2.32 13.74 0.21 -1.0882
C 1.13 12.92 -1.83 -0.8154
C 1.13 13.77 -3.12 -0.3856
C 2.17 14.82 -2.93 -0.6037
C 3.21 14.12 -2.02 -0.6308
H 2.73 8.98 -1.62 0.3330
H 4.42 9.18 -1.16 0.3488
H 3.92 8.79 -2.86 0.4538
H 2.81 11.16 -3.04 0.3589
H 4.40 11.18 -2.79 0.3660
H 4.33 12.09 -0.66 0.3434
H 2.82 11.29 -0.18 0.5425
H 1.68 13.04 0.75 0.4606
H 1.77 14.67 0.07 0.3998
H 3.29 13.75 0.69 0.3786
H 0.36 13.35 -1.19 0.3485
H 0.94 11.85 -1.86 0.4504
H 0.19 14.25 -3.39 0.3717
H 1.40 13.05 -3.89 0.2780
H 1.72 15.74 -2.57 0.3441
H 2.59 15.10 -3.89 0.3615
H 4.03 14.69 -1.57 0.3590
H 3.81 13.48 -2.67 0.3143
C -1.53 -2.08 3.09 -1.5240
C -1.25 -1.08 2.00 0.0658
C -0.36 0.11 2.42 -0.9491
N -0.08 1.18 1.33 0.2743
C -1.43 1.80 0.79 -0.9725
C 0.77 0.48 0.14 -0.5563
C 1.55 1.67 -0.47 -0.6555
C 1.51 2.84 0.55 -0.7194
C 0.90 2.26 1.77 -0.7456
H -0.62 -2.36 3.62 0.3684
H -2.02 -2.95 2.66 0.3940
H -2.32 -1.72 3.75 0.3345
H -2.22 -0.73 1.64 0.1661
H -0.74 -1.51 1.13 0.2900
H 0.65 -0.21 2.69 0.4059
H -0.70 0.67 3.29 0.6706
H -2.15 1.02 0.53 0.2698
H -1.26 2.50 -0.03 0.4026
H -1.82 2.36 1.64 0.4427
H 0.08 -0.04 -0.53 0.4324
H 1.45 -0.19 0.66 0.3318
H 1.35 1.97 -1.50 0.4214
H 2.57 1.31 -0.47 0.2077
H 0.91 3.64 0.13 0.2600
H 2.49 3.28 0.76 0.5211
H 0.46 2.96 2.48 0.5780
H 1.75 1.86 2.33 0.2715
C 3.93 -9.68 0.24 -1.4018
C 2.78 -9.13 -0.63 -0.1144
C 1.50 -8.83 0.06 -0.7943
N 0.23 -8.63 -0.78 0.1345
C -0.17 -9.94 -1.50 -0.9635
C -0.94 -8.14 0.12 -0.6080
C -1.92 -7.53 -0.85 -0.7706
C -1.05 -6.88 -1.91 -0.6633
C 0.38 -7.50 -1.78 -0.6187
H 4.06 -8.95 1.05 0.3670
H 4.88 -9.63 -0.30 0.3754
H 3.76 -10.68 0.62 0.3609
H 2.49 -9.91 -1.34 0.1758
H 3.27 -8.36 -1.23 0.3503
H 1.70 -7.98 0.72 0.4954
H 1.25 -9.63 0.75 0.3673
H -1.08 -9.82 -2.09 0.3929
H -0.25 -10.66 -0.68 0.3550
H 0.67 -10.21 -2.13 0.3405
H -1.14 -9.07 0.66 0.5262
H -0.48 -7.36 0.72 0.4566
H -2.42 -8.40 -1.28 0.2471
H -2.59 -6.87 -0.29 0.4962
H -1.40 -6.96 -2.94 0.3095
H -0.99 -5.82 -1.68 0.3703
H 0.88 -7.91 -2.66 0.4149
H 1.06 -6.75 -1.38 0.3810
C 2.21 -1.40 -6.36 -1.5407
C 3.07 -1.33 -7.61 -0.1539
C 4.54 -1.45 -7.30 -0.9961
N 5.47 -1.61 -8.59 0.2508
C 5.59 -0.29 -9.35 -1.0035
C 5.04 -2.85 -9.45 -0.7108
C 6.23 -3.18 -10.37 -0.7888
C 7.43 -3.08 -9.44 -0.5033
C 6.98 -2.10 -8.34 -0.6723
H 2.23 -2.41 -5.95 0.3838
H 1.21 -1.19 -6.74 0.4106
H 2.40 -0.66 -5.57 0.3663
H 2.85 -0.31 -7.91 0.2991
H 2.78 -2.00 -8.42 0.2668
H 4.60 -2.45 -6.87 0.3141
H 5.15 -0.89 -6.59 0.7911
H 4.57 -0.08 -9.68 0.3563
H 6.23 -0.38 -10.23 0.4130
H 6.09 0.43 -8.70 0.3836
H 4.10 -2.72 -9.98 0.4633
H 4.82 -3.69 -8.78 0.4132
H 6.40 -2.48 -11.20 0.3091
H 6.14 -4.08 -10.98 0.4592
H 8.31 -2.54 -9.78 0.3054
H 7.91 -4.00 -9.12 0.3385
H 7.67 -1.27 -8.18 0.5018
H 6.92 -2.55 -7.35 0.3408
N -5.42 0.14 -2.67 -0.1495
S -4.43 -0.50 -3.56 1.0037
O -3.59 0.36 -4.42 -0.5821
O -4.70 -1.86 -3.95 -0.6255
F -3.34 -0.76 -2.38 -0.2808
S -6.63 0.21 -3.74 1.0656
O -7.48 -1.00 -3.83 -0.6241
O -6.44 0.90 -5.01 -0.5535
F -7.55 1.20 -2.88 -0.2483
N -0.35 -9.82 4.41 0.0231
S 0.21 -10.90 5.24 1.0263
O -0.77 -11.65 6.06 -0.6251
O 1.65 -10.86 5.49 -0.5696
F 0.23 -11.97 3.95 -0.4006
S 0.14 -8.59 5.52 0.9483
O 1.35 -7.84 5.16 -0.5539
O -0.23 -8.63 6.89 -0.5576
F -0.94 -7.55 4.99 -0.2725
N 1.21 6.14 -7.35 -0.1571
S 2.21 5.24 -6.62 0.9403
O 2.33 5.33 -5.15 -0.5326
O 3.44 4.85 -7.35 -0.6116
F 1.33 3.90 -6.79 -0.3159
S 2.07 7.51 -7.12 1.0970
O 3.34 7.71 -7.83 -0.6002
O 1.75 8.22 -5.90 -0.5032
F 1.02 8.22 -8.05 -0.3077
N -7.38 5.20 0.57 -0.2998
S -7.94 6.22 -0.33 1.0678
O -7.10 7.14 -1.10 -0.5763
O -9.11 6.82 0.25 -0.6652
F -8.66 5.39 -1.47 -0.2848
S -6.36 6.22 1.46 1.0015
O -7.07 7.09 2.45 -0.5917
O -5.12 6.71 0.79 -0.4398
F -5.80 5.17 2.51 -0.2039
N -2.74 1.18 7.19 -0.0916
S -2.26 2.77 6.99 0.9839
O -2.67 3.80 7.98 -0.6039
O -1.96 3.28 5.64 -0.4706
F -0.78 2.71 7.57 -0.2917
S -4.02 1.47 6.44 0.9555
O -4.02 1.28 4.98 -0.5250
O -4.98 2.37 7.09 -0.5811
F -4.71 0.11 7.01 -0.3632
N 4.61 -2.69 0.46 -0.1845
S 4.50 -3.37 -1.07 1.0483
O 3.23 -3.33 -1.79 -0.5666
O 5.28 -4.58 -1.38 -0.6229
F 5.36 -2.30 -1.86 -0.2266
S 3.88 -3.89 1.08 1.0445
O 4.83 -5.03 1.31 -0.6396
O 2.50 -4.23 0.78 -0.4862
F 3.81 -3.19 2.61 -0.3379
N 5.84 3.18 3.99 -0.1144
S 5.38 2.21 5.33 1.0131
O 4.07 1.58 5.30 -0.4882
O 5.84 2.52 6.68 -0.5615
F 6.24 0.93 4.84 -0.2989
S 5.49 4.45 4.63 0.9285
O 6.58 5.19 5.28 -0.6359
O 4.10 4.63 5.07 -0.5154
F 5.42 5.29 3.29 -0.2991
N 7.67 2.14 -2.38 -0.2161
S 6.91 2.97 -3.38 0.9680
O 5.70 2.53 -3.96 -0.4992
O 7.69 3.90 -4.19 -0.6118
F 6.43 4.07 -2.32 -0.3032
S 8.76 1.43 -3.54 0.9928
O 10.00 2.07 -3.78 -0.5544
O 8.05 0.85 -4.68 -0.4733
F 9.29 0.15 -2.72 -0.2815
N -0.38 9.88 1.85 -0.1793
S -1.86 10.19 1.76 1.1100
O -2.82 9.69 2.80 -0.5881
O -2.36 10.42 0.42 -0.5896
F -1.66 11.68 2.36 -0.3461
S -0.60 8.24 1.54 0.9191
O -0.72 7.88 0.11 -0.5183
O -1.26 7.40 2.55 -0.4933
F 0.98 7.84 1.79 -0.3055
```

Results
Frontier orbital gap: 0.166 Ha
Calculated total energy: -417912.4257 eV
E_HOMO: -5.35 eV
Net charge: -1